Formula: C31H43Cl27N2O3
Source: the OMol25 dataset
Level of theory: ωB97M-V with the def2-TZVPD basis set

The frontier orbital gap comes out at 8.835 eV. The SMILES is CCCNN1C(=O)c2ccc(CCCCCCCCCCOC)cc2C1=O.ClC(Cl)Cl.ClC(Cl)Cl.ClC(Cl)Cl.ClC(Cl)Cl.ClC(Cl)Cl.ClC(Cl)Cl.ClC(Cl)Cl.ClC(Cl)Cl.ClC(Cl)Cl. Its HOMO energy is -9.0 eV. The total energy is -380069.65709 eV. The LUMO energy comes out at -0.17 eV.

Element x y z (Å)
C (-2.07, 0.25, -7.65)
C (-0.66, 0.36, -7.04)
C (-0.09, -1.03, -6.64)
N (0.01, -1.14, -5.16)
N (-0.86, -2.18, -4.65)
C (-1.96, -1.76, -3.85)
O (-3.04, -1.41, -4.21)
C (-1.46, -1.91, -2.44)
C (-1.97, -1.42, -1.24)
C (-1.27, -1.73, -0.08)
C (-0.09, -2.49, -0.09)
C (0.70, -2.79, 1.18)
C (0.61, -1.64, 2.22)
C (1.86, -1.61, 3.13)
C (2.82, -0.42, 2.90)
C (2.82, 0.11, 1.46)
C (3.72, 1.36, 1.38)
C (3.87, 1.86, -0.07)
C (2.93, 3.03, -0.42)
C (1.49, 2.87, 0.12)
C (0.56, 4.08, -0.23)
O (0.26, 4.90, 0.89)
C (-0.66, 4.25, 1.75)
C (0.38, -3.00, -1.29)
C (-0.32, -2.69, -2.44)
C (-0.04, -3.08, -3.89)
O (0.73, -3.88, -4.32)
H (-2.32, -0.77, -7.95)
H (-2.10, 0.86, -8.56)
H (-2.82, 0.58, -6.93)
H (-0.65, 0.96, -6.13)
H (0.04, 0.82, -7.74)
H (0.90, -1.18, -7.08)
H (-0.72, -1.83, -7.04)
H (0.97, -1.37, -4.95)
H (-2.87, -0.82, -1.22)
H (-1.61, -1.34, 0.88)
H (0.26, -3.70, 1.60)
H (1.74, -3.01, 0.92)
H (0.35, -0.69, 1.76)
H (-0.23, -1.91, 2.86)
H (1.50, -1.52, 4.16)
H (2.37, -2.58, 3.11)
H (3.83, -0.77, 3.10)
H (2.56, 0.41, 3.56)
H (3.21, -0.60, 0.72)
H (1.83, 0.44, 1.13)
H (3.33, 2.17, 2.02)
H (4.70, 1.10, 1.78)
H (4.88, 2.26, -0.17)
H (3.80, 1.06, -0.81)
H (3.34, 4.01, -0.14)
H (2.85, 3.05, -1.51)
H (1.47, 2.76, 1.20)
H (1.03, 2.00, -0.36)
H (1.05, 4.68, -0.99)
H (-0.38, 3.68, -0.65)
H (-0.14, 3.53, 2.39)
H (-1.17, 4.98, 2.38)
H (-1.44, 3.71, 1.19)
H (1.27, -3.62, -1.34)
C (-3.28, 4.90, 4.68)
Cl (-1.95, 5.48, 5.68)
Cl (-3.75, 6.10, 3.48)
Cl (-2.82, 3.38, 3.90)
H (-4.13, 4.71, 5.32)
C (-0.61, 0.59, 5.70)
Cl (-0.83, 0.80, 3.97)
Cl (-0.11, -1.06, 6.06)
Cl (0.58, 1.75, 6.31)
H (-1.55, 0.78, 6.20)
C (-0.94, 1.87, 10.29)
Cl (0.37, 2.53, 11.28)
Cl (-1.42, 3.03, 9.05)
Cl (-0.46, 0.34, 9.56)
H (-1.79, 1.69, 10.93)
C (-0.79, -7.12, -2.87)
Cl (-0.97, -5.36, -2.81)
Cl (0.90, -7.57, -2.64)
Cl (-1.82, -7.91, -1.67)
H (-1.10, -7.46, -3.85)
C (5.01, 7.25, 0.58)
Cl (3.30, 6.81, 0.63)
Cl (5.97, 6.13, 1.56)
Cl (5.60, 7.28, -1.08)
H (5.12, 8.24, 1.00)
C (1.73, 6.97, 7.19)
Cl (0.62, 8.02, 6.29)
Cl (1.45, 7.13, 8.93)
Cl (1.56, 5.29, 6.68)
H (2.74, 7.29, 6.98)
C (-5.18, -9.23, -3.14)
Cl (-6.25, -7.95, -3.72)
Cl (-5.58, -9.68, -1.48)
Cl (-5.27, -10.64, -4.20)
H (-4.17, -8.86, -3.15)
C (-0.92, -10.24, -5.54)
Cl (0.56, -10.99, -4.93)
Cl (-2.04, -9.91, -4.22)
Cl (-0.54, -8.76, -6.42)
H (-1.39, -10.94, -6.22)
C (-3.10, 3.82, -2.95)
Cl (-2.70, 2.11, -3.08)
Cl (-2.22, 4.55, -1.61)
Cl (-2.76, 4.67, -4.46)
H (-4.16, 3.91, -2.74)



Formula: C28H29AsF5IrOSi2Te
Source: the OMol25 dataset
Level of theory: ωB97M-V with the def2-TZVPD basis set

The frontier orbital gap (spin up / spin down) comes out at 6.557 / 5.675 eV. The spin multiplicity is 2. Its HOMO energy (spin up / spin down) is -11.3 / -11.3 eV. The total energy is -131863.16208 eV. Its charge is +1. The LUMO energy (spin up / spin down) comes out at -4.77 / -5.65 eV.

Element x y z (Å)
Ir (0.31, -0.35, -0.08)
C (3.69, -1.24, -0.97)
Si (2.66, -0.30, 0.27)
C (3.11, -0.79, 2.01)
C (2.50, 1.46, -0.31)
C (3.42, 2.34, -0.85)
C (3.01, 3.28, -1.79)
C (1.71, 3.26, -2.26)
C (0.77, 2.38, -1.73)
C (1.13, 1.50, -0.69)
Si (-0.67, 1.88, 0.72)
C (0.34, 2.59, 2.10)
C (-1.66, 3.12, -0.24)
H (4.71, -0.83, -0.93)
H (3.32, -1.10, -1.98)
H (3.74, -2.30, -0.75)
H (4.19, -0.69, 2.13)
H (2.84, -1.83, 2.19)
H (2.61, -0.17, 2.76)
H (4.46, 2.26, -0.58)
H (3.72, 3.99, -2.20)
H (1.40, 3.94, -3.05)
H (-0.23, 2.39, -2.13)
H (0.98, 3.36, 1.67)
H (0.95, 1.86, 2.61)
H (-0.32, 3.06, 2.83)
H (-1.10, 4.00, -0.55)
H (-2.45, 3.42, 0.46)
H (-2.16, 2.67, -1.09)
F (-3.91, -0.03, 2.71)
Te (-2.09, -0.19, 2.85)
F (-2.07, 1.45, 3.84)
F (0.24, -0.53, 1.88)
F (-2.29, -1.21, 4.44)
F (-2.26, -1.78, 1.81)
O (-1.91, 0.82, 1.17)
C (-4.14, -4.35, -1.67)
C (-3.15, -5.26, -1.31)
C (-1.94, -4.80, -0.83)
C (-1.73, -3.44, -0.69)
C (-2.71, -2.53, -1.05)
C (-3.93, -2.99, -1.54)
As (-0.03, -2.81, -0.07)
C (1.27, -3.73, -1.14)
C (1.46, -3.64, -2.51)
C (2.50, -4.36, -3.09)
C (3.32, -5.16, -2.29)
C (3.11, -5.25, -0.93)
C (2.07, -4.54, -0.34)
C (1.72, -4.54, 1.10)
C (2.38, -5.26, 2.09)
C (1.94, -5.19, 3.41)
C (0.83, -4.43, 3.74)
C (0.16, -3.71, 2.77)
C (0.61, -3.77, 1.46)
H (-5.09, -4.71, -2.05)
H (-3.33, -6.32, -1.41)
H (-1.16, -5.51, -0.55)
H (-2.56, -1.46, -0.92)
H (-4.70, -2.29, -1.81)
H (0.81, -3.03, -3.13)
H (2.66, -4.32, -4.16)
H (4.12, -5.72, -2.75)
H (3.75, -5.88, -0.33)
H (3.25, -5.86, 1.85)
H (2.46, -5.75, 4.17)
H (0.48, -4.40, 4.77)
H (-0.72, -3.13, 3.03)



Formula: C35H67AuNP2Si4Te
Source: the OMol25 dataset
Level of theory: ωB97M-V with the def2-TZVPD basis set

The frontier orbital gap comes out at 5.994 eV. Its HOMO energy is -3.6 eV. The total energy is -99952.85330 eV. Its charge is -1. The LUMO energy comes out at 2.44 eV.

Element x y z (Å)
Au (-2.20, -1.26, -1.21)
C (-2.10, -1.72, 2.45)
C (-1.18, -2.83, 1.91)
C (-0.04, -3.04, 2.90)
P (-0.80, -2.58, 0.09)
C (-0.78, -4.37, -0.50)
C (0.50, -5.11, -0.13)
C (-0.99, -4.44, -2.02)
C (0.86, -2.03, -0.41)
C (1.99, -2.20, 0.38)
C (3.25, -1.82, -0.05)
C (4.48, -2.03, 0.80)
C (3.36, -1.22, -1.31)
C (2.25, -1.04, -2.11)
C (0.97, -1.46, -1.71)
N (-0.16, -1.26, -2.45)
C (-0.34, -1.33, -3.77)
C (0.60, -1.90, -4.68)
C (0.36, -1.97, -6.03)
C (-0.82, -1.47, -6.60)
C (-1.06, -1.50, -8.09)
C (-1.77, -0.96, -5.73)
C (-1.58, -0.90, -4.35)
P (-2.91, -0.37, -3.24)
C (-3.01, 1.48, -3.35)
C (-1.90, 2.02, -2.44)
C (-2.84, 2.04, -4.76)
C (-4.55, -1.06, -3.83)
C (-5.10, -0.71, -5.20)
C (-4.49, -2.59, -3.66)
H (-2.65, -2.09, 3.32)
H (-2.82, -1.39, 1.70)
H (-1.52, -0.85, 2.74)
H (-1.78, -3.74, 1.85)
H (0.61, -3.87, 2.65)
H (-0.48, -3.23, 3.89)
H (0.54, -2.12, 2.98)
H (-1.63, -4.85, -0.01)
H (1.35, -4.74, -0.71)
H (0.39, -6.18, -0.33)
H (0.75, -4.99, 0.93)
H (-0.16, -3.97, -2.55)
H (-1.90, -3.91, -2.31)
H (-1.07, -5.48, -2.35)
H (1.89, -2.64, 1.36)
H (4.22, -2.35, 1.80)
H (5.05, -1.10, 0.87)
H (5.13, -2.78, 0.36)
H (4.33, -0.88, -1.65)
H (2.36, -0.55, -3.07)
H (1.52, -2.30, -4.27)
H (1.11, -2.41, -6.68)
H (-0.18, -1.87, -8.61)
H (-1.29, -0.51, -8.47)
H (-1.90, -2.16, -8.34)
H (-2.69, -0.58, -6.15)
H (-3.99, 1.76, -2.95)
H (-0.92, 1.66, -2.78)
H (-2.02, 1.69, -1.40)
H (-1.88, 3.11, -2.45)
H (-1.92, 1.67, -5.21)
H (-2.77, 3.13, -4.71)
H (-3.67, 1.79, -5.42)
H (-5.22, -0.65, -3.07)
H (-4.57, -1.25, -5.99)
H (-5.06, 0.36, -5.41)
H (-6.15, -1.01, -5.25)
H (-3.79, -3.02, -4.37)
H (-5.48, -3.03, -3.82)
H (-4.15, -2.85, -2.65)
C (3.00, 1.93, 5.86)
Si (1.94, 0.92, 4.64)
C (3.11, -0.49, 4.14)
C (0.57, 0.12, 5.69)
Si (1.08, 2.32, 2.95)
Te (-0.01, 1.40, 1.00)
Si (-0.45, 3.67, 4.08)
C (-2.00, 2.67, 4.50)
C (0.16, 4.49, 5.69)
C (-1.06, 5.08, 2.96)
Si (2.89, 3.64, 2.28)
C (2.42, 4.72, 0.80)
C (4.28, 2.49, 1.69)
C (3.62, 4.82, 3.58)
H (3.20, 1.39, 6.79)
H (2.50, 2.87, 6.13)
H (3.95, 2.19, 5.40)
H (3.43, -1.08, 5.00)
H (4.01, -0.08, 3.66)
H (2.65, -1.17, 3.42)
H (0.95, -0.70, 6.30)
H (-0.23, -0.28, 5.06)
H (0.12, 0.86, 6.35)
H (-1.79, 1.88, 5.23)
H (-2.36, 2.17, 3.59)
H (-2.81, 3.29, 4.89)
H (0.36, 3.73, 6.45)
H (-0.57, 5.19, 6.10)
H (1.09, 5.03, 5.51)
H (-1.27, 4.69, 1.96)
H (-0.30, 5.86, 2.84)
H (-1.97, 5.55, 3.34)
H (1.92, 4.12, 0.04)
H (3.29, 5.20, 0.34)
H (1.72, 5.51, 1.10)
H (3.87, 1.73, 1.02)
H (4.75, 1.96, 2.53)
H (5.08, 3.01, 1.15)
H (2.85, 5.51, 3.93)
H (4.45, 5.41, 3.19)
H (3.99, 4.27, 4.44)



Formula: C21H47NNdO2SSi2
Source: the OMol25 dataset
Level of theory: ωB97M-V with the def2-TZVPD basis set

The frontier orbital gap (spin up / spin down) comes out at 7.915 / 8.132 eV. The spin multiplicity is 4. Its HOMO energy (spin up / spin down) is -10.7 / -10.7 eV. The total energy is -69987.10320 eV. Its charge is +1. The LUMO energy (spin up / spin down) comes out at -2.76 / -2.54 eV.

Element x y z (Å)
O (0.28, 0.17, -3.34)
O (-2.87, 1.41, -4.58)
C (1.24, 1.23, -3.77)
C (2.61, 0.76, -4.20)
H (1.31, 1.87, -2.88)
H (0.75, 1.79, -4.57)
H (3.19, 0.30, -3.38)
H (3.19, 1.62, -4.53)
H (2.58, 0.03, -5.02)
C (-0.11, -0.87, -4.35)
C (-0.28, -0.34, -5.74)
H (-1.08, -1.25, -4.00)
H (0.65, -1.67, -4.31)
H (-1.00, 0.47, -5.75)
H (-0.72, -1.11, -6.38)
H (0.65, -0.05, -6.23)
C (-3.91, 0.51, -4.15)
C (-3.41, 2.72, -4.84)
C (-4.09, -0.59, -5.17)
H (-4.87, 1.07, -4.06)
H (-3.66, 0.12, -3.14)
H (-4.47, -0.15, -6.10)
H (-4.83, -1.29, -4.78)
H (-3.14, -1.08, -5.36)
C (-4.05, 2.77, -6.21)
H (-2.56, 3.42, -4.75)
H (-4.20, 2.99, -4.11)
H (-3.46, 2.21, -6.95)
H (-4.11, 3.82, -6.52)
H (-5.07, 2.35, -6.19)
H (-3.34, 3.22, -1.73)
Nd (0.19, -0.63, -1.18)
C (-2.34, 3.63, -1.68)
Si (-1.98, 3.90, 0.16)
H (-1.68, 2.85, -2.11)
H (-2.21, 4.51, -2.32)
C (-1.59, 5.73, 0.32)
C (-0.63, 2.85, 0.94)
C (-3.60, 3.25, 0.92)
C (2.11, -1.90, -1.41)
Si (1.10, -3.46, -1.35)
H (2.86, -1.87, -0.60)
H (2.66, -1.75, -2.36)
C (1.54, -4.55, -2.81)
C (-0.78, -3.16, -1.53)
C (1.32, -4.32, 0.30)
H (-4.22, 2.83, 0.11)
H (-4.20, 4.03, 1.41)
H (-3.41, 2.45, 1.65)
H (-0.50, 5.89, 0.37)
H (-2.05, 6.18, 1.22)
H (-1.98, 6.24, -0.58)
H (0.16, 2.61, 0.21)
H (-1.05, 1.92, 1.33)
H (-0.15, 3.38, 1.78)
H (-1.06, -3.86, -2.33)
H (-1.27, -2.21, -1.88)
H (-1.29, -3.46, -0.61)
H (0.89, -5.33, 0.23)
H (0.82, -3.77, 1.12)
H (2.38, -4.41, 0.54)
H (1.27, -5.59, -2.58)
H (2.62, -4.51, -3.00)
H (1.01, -4.22, -3.71)
S (-1.61, -1.01, 0.98)
C (-0.10, -0.93, 1.79)
C (0.07, -1.52, 3.06)
C (1.31, -1.46, 3.67)
C (2.36, -0.76, 3.04)
C (2.14, -0.18, 1.80)
N (0.95, -0.31, 1.15)
H (-0.81, -2.00, 3.48)
H (1.46, -1.94, 4.63)
H (3.34, -0.67, 3.50)
H (2.91, 0.39, 1.27)



Formula: C14H31Cl4NO7
Source: the OMol25 dataset
Level of theory: ωB97M-V with the def2-TZVPD basis set

The frontier orbital gap comes out at 9.385 eV. The SMILES is COC[C@H](C)N.CCOC(=O)OC.CCOC(=O)OC.ClCCl.ClCCl. Its HOMO energy is -9.0 eV. The total energy is -80931.62705 eV. The LUMO energy comes out at 0.41 eV.

Element x y z (Å)
C (2.58, 0.73, -0.16)
C (1.21, 1.36, -0.22)
C (0.81, 2.12, 1.10)
O (0.63, 1.17, 2.16)
C (1.64, 1.29, 3.19)
N (1.23, 2.27, -1.40)
H (2.64, 0.03, 0.68)
H (3.42, 1.40, 0.01)
H (2.92, 0.14, -1.01)
H (0.48, 0.59, -0.47)
H (-0.13, 2.64, 0.93)
H (1.47, 2.98, 1.23)
H (1.43, 2.26, 3.64)
H (2.68, 1.24, 2.84)
H (1.50, 0.62, 4.04)
H (0.38, 2.80, -1.46)
H (1.85, 3.02, -1.14)
C (0.31, -2.86, 0.14)
C (0.53, -3.96, 1.21)
O (-0.65, -4.14, 1.96)
C (-0.88, -3.46, 3.14)
O (-0.38, -2.38, 3.45)
O (-1.88, -4.07, 3.77)
C (-2.38, -3.50, 4.96)
H (-0.03, -1.93, 0.60)
H (-0.49, -3.15, -0.55)
H (1.17, -2.53, -0.44)
H (1.43, -3.74, 1.79)
H (0.76, -4.90, 0.70)
H (-3.20, -2.81, 4.72)
H (-1.66, -2.99, 5.60)
H (-2.87, -4.24, 5.59)
C (-5.36, 4.91, -1.37)
C (-3.88, 4.70, -1.28)
O (-3.63, 3.50, -1.98)
C (-2.35, 3.04, -2.12)
O (-1.30, 3.56, -1.68)
O (-2.39, 1.87, -2.73)
C (-1.27, 1.07, -2.78)
H (-5.72, 5.17, -2.36)
H (-5.68, 5.76, -0.76)
H (-5.95, 4.08, -0.97)
H (-3.55, 4.55, -0.25)
H (-3.33, 5.55, -1.69)
H (-1.56, 0.21, -3.40)
H (-0.99, 0.78, -1.77)
H (-0.35, 1.53, -3.15)
C (1.92, -1.25, -3.44)
Cl (2.34, -0.88, -5.10)
Cl (0.25, -1.84, -3.18)
H (2.58, -2.07, -3.17)
H (2.05, -0.36, -2.82)
C (4.47, -4.04, -0.99)
Cl (4.03, -2.32, -0.67)
Cl (3.22, -5.19, -0.42)
H (4.58, -4.10, -2.07)
H (5.37, -4.19, -0.41)



Formula: C21H13BrClN4
Source: the OMol25 dataset
Level of theory: ωB97M-V with the def2-TZVPD basis set

The frontier orbital gap comes out at 7.249 eV. The SMILES is Clc1ccc(-[n+]2c(-c3cccc(Br)c3)[nH]c3nc4ccccc4nc32)cc1. Its HOMO energy is -11.9 eV. The total energy is -110507.42737 eV. Its charge is +1. The LUMO energy comes out at -4.62 eV.

Element x y z (Å)
Cl (-5.00, -0.35, 3.70)
Br (3.60, 5.17, 1.33)
N (2.16, -1.33, -2.09)
N (-0.20, -2.21, -0.71)
C (0.46, 1.19, -0.27)
C (1.35, -0.48, -1.45)
C (0.18, -0.92, -0.75)
C (-0.56, 4.67, 0.75)
C (-3.69, -0.79, 1.36)
C (-2.66, 0.69, 2.88)
C (0.72, 5.26, 0.98)
C (-0.67, 3.33, 0.35)
C (1.74, 3.13, 0.58)
C (-2.60, -0.62, 0.48)
C (-1.57, 0.83, 2.03)
C (2.38, -4.94, -2.58)
C (1.23, -5.36, -1.92)
C (-3.70, -0.12, 2.58)
C (1.87, 4.47, 0.94)
C (0.49, 2.56, 0.24)
C (-1.50, 0.17, 0.79)
C (2.68, -3.55, -2.63)
C (0.41, -4.44, -1.25)
C (1.80, -2.64, -2.05)
C (0.65, -3.07, -1.33)
N (1.46, 0.84, -1.19)
N (-0.37, 0.20, -0.07)
H (-1.45, 5.30, 0.86)
H (-4.50, -1.49, 1.12)
H (-2.65, 1.26, 3.82)
H (0.86, 6.30, 1.31)
H (-1.63, 2.82, 0.16)
H (2.62, 2.48, 0.44)
H (-2.50, -1.20, -0.44)
H (-0.81, 1.55, 2.28)
H (3.03, -5.67, -3.04)
H (1.03, -6.42, -1.86)
H (3.57, -3.22, -3.14)
H (-0.45, -4.85, -0.70)
H (2.23, 1.42, -1.51)